11 unconnected molecules or ions with the total composition C24H64BrFN4O13. Source: the Open Molecules 2025 dataset; level of theory: the ωB97M-V functional and the def2-TZVPD basis.

Bonds (Å) are listed after each position.
Element x y z (Å)
1 C -0.295 2.380 -0.526  C2 1.530, H24 1.091, H25 1.088, H26 1.092
2 C 1.151 2.294 -1.020  C1 1.530, C3 1.523, H27 1.093, H28 1.090
3 C 1.542 1.007 -1.735  C2 1.523, N4 1.491, H29 1.094, H30 1.090
4 N 1.090 -0.182 -0.958  C3 1.491, C5 1.430, H31 1.008
5 C 0.375 -1.230 -1.620  N4 1.430, Br6 2.013, N7 1.451, C11 1.567
6 Br -1.076 -0.464 -2.785  C5 2.013
7 N 1.136 -2.139 -2.457  C5 1.451, C8 1.415, H32 1.014
8 C 0.233 -3.162 -2.832  N7 1.415, O9 1.202, C10 1.514
9 O 0.207 -3.720 -3.897  C8 1.202
10 C -0.632 -3.408 -1.615  C8 1.514, C11 1.549, H33 1.086, H34 1.095
11 C -0.328 -2.237 -0.647  C5 1.567, C10 1.549, C12 1.551, C18 1.544
12 C -1.481 -1.591 0.164  C11 1.551, C13 1.531, H35 1.088, H36 1.088
13 C -2.808 -2.354 0.206  C12 1.531, C14 1.535, H37 1.089, H38 1.093
14 C -3.805 -2.030 -0.915  C13 1.535, C15 1.541, H39 1.090, H40 1.094
15 C -5.257 -2.101 -0.401  C14 1.541, C16 1.532, H41 1.088, H42 1.092
16 C -5.719 -0.703 0.022  C15 1.532, N17 1.479, H43 1.096, H44 1.089
17 N -5.889 0.228 -1.114  C16 1.479, H45 1.014, H46 1.011
18 C 0.563 -2.909 0.420  C11 1.544, O19 1.198, N20 1.451
19 O 0.125 -3.796 1.096  C18 1.198
20 N 1.941 -2.516 0.647  C18 1.451, C21 1.384, H47 1.014
21 C 2.088 -1.656 1.721  N20 1.384, O22 1.186, F23 1.337
22 O 1.237 -1.095 2.327  C21 1.186
23 F 3.376 -1.510 2.048  C21 1.337
24 H -0.416 1.825 0.405  C1 1.091
25 H -1.015 2.020 -1.258  C1 1.088
26 H -0.528 3.420 -0.288  C1 1.092
27 H 1.807 2.311 -0.146  C2 1.093
28 H 1.427 3.167 -1.610  C2 1.090
29 H 2.635 0.995 -1.718  C3 1.094
30 H 1.248 0.966 -2.783  C3 1.090
31 H 1.943 -0.630 -0.664  N4 1.008
32 H 1.632 -1.732 -3.242  N7 1.014
33 H -1.664 -3.657 -1.844  C10 1.086
34 H -0.215 -4.350 -1.243  C10 1.095
35 H -1.641 -0.559 -0.146  C12 1.088
36 H -1.134 -1.529 1.194  C12 1.088
37 H -3.296 -2.114 1.149  C13 1.089
38 H -2.628 -3.432 0.217  C13 1.093
39 H -3.603 -1.030 -1.298  C14 1.090
40 H -3.701 -2.705 -1.770  C14 1.094
41 H -5.292 -2.797 0.434  C15 1.088
42 H -5.933 -2.438 -1.190  C15 1.092
43 H -4.962 -0.275 0.689  C16 1.096
44 H -6.647 -0.756 0.588  C16 1.089
45 H -5.993 -0.311 -1.967  N17 1.014
46 H -5.053 0.783 -1.233  N17 1.011
47 H 2.406 -2.223 -0.205  N20 1.014
48 C -8.318 -3.688 2.151  O49 1.422, H50 1.087, H51 1.093, H52 1.093
49 O -7.283 -2.725 1.994  C48 1.422, H53 0.961
50 H -8.898 -3.689 1.231  C48 1.087
51 H -7.909 -4.690 2.309  C48 1.093
52 H -8.979 -3.435 2.984  C48 1.093
53 H -6.761 -2.717 2.801  O49 0.961
54 C 3.402 5.826 -2.300  O55 1.429, H56 1.086, H57 1.087, H58 1.094
55 O 3.176 4.890 -1.244  C54 1.429, H59 0.961
56 H 2.524 5.824 -2.939  C54 1.086
57 H 3.547 6.827 -1.901  C54 1.087
58 H 4.279 5.539 -2.888  C54 1.094
59 H 3.954 4.897 -0.680  O55 0.961
60 C -2.081 -7.384 -1.255  O61 1.424, H62 1.087, H63 1.094, H64 1.093
61 O -2.566 -6.507 -0.244  C60 1.424, H65 0.962
62 H -2.922 -7.951 -1.646  C60 1.087
63 H -1.625 -6.823 -2.076  C60 1.094
64 H -1.348 -8.082 -0.841  C60 1.093
65 H -1.812 -6.015 0.096  O61 0.962
66 C 5.244 1.791 0.121  O67 1.427, H68 1.089, H69 1.088, H70 1.095
67 O 3.920 1.938 0.633  C66 1.427, H71 0.962
68 H 5.202 1.995 -0.947  C66 1.089
69 H 5.920 2.499 0.598  C66 1.088
70 H 5.617 0.774 0.274  C66 1.095
71 H 3.954 1.772 1.580  O67 0.962
72 C 6.645 1.726 3.689  O73 1.428, H74 1.088, H75 1.092, H76 1.094
73 O 6.592 2.868 2.833  C72 1.428, H77 0.961
74 H 6.694 0.843 3.055  C72 1.088
75 H 7.534 1.747 4.323  C72 1.092
76 H 5.754 1.661 4.320  C72 1.094
77 H 6.553 3.652 3.387  O73 0.961
78 C 6.483 -1.956 3.213  O79 1.426, H80 1.087, H81 1.092, H82 1.093
79 O 7.523 -1.015 2.958  C78 1.426, H83 0.960
80 H 5.877 -1.556 4.022  C78 1.087
81 H 5.850 -2.091 2.334  C78 1.092
82 H 6.890 -2.922 3.522  C78 1.093
83 H 8.064 -1.356 2.241  O79 0.960
84 C -2.853 -0.263 4.276  O85 1.424, H86 1.087, H87 1.093, H88 1.093
85 O -2.725 -1.270 3.277  C84 1.424, H89 0.962
86 H -3.903 0.017 4.321  C84 1.087
87 H -2.543 -0.633 5.256  C84 1.093
88 H -2.263 0.622 4.024  C84 1.093
89 H -1.795 -1.514 3.238  O85 0.962
90 C -7.190 -5.322 -2.757  O91 1.422, H92 1.087, H93 1.094, H94 1.093
91 O -6.027 -4.508 -2.845  C90 1.422, H95 0.961
92 H -7.964 -4.726 -2.281  C90 1.087
93 H -7.540 -5.627 -3.747  C90 1.094
94 H -7.008 -6.212 -2.149  C90 1.093
95 H -5.332 -5.024 -3.261  O91 0.961
96 C 0.235 8.509 -1.414  O97 1.423, H98 1.087, H99 1.094, H100 1.093
97 O 1.075 8.032 -2.459  C96 1.423, H101 0.961
98 H 0.364 7.838 -0.568  C96 1.087
99 H 0.514 9.521 -1.108  C96 1.094
100 H -0.817 8.500 -1.711  C96 1.093
101 H 0.969 8.616 -3.215  O97 0.961
102 C 6.031 8.412 -0.237  O103 1.424, H104 1.087, H105 1.093, H106 1.093
103 O 5.992 7.454 -1.290  C102 1.424, H107 0.961
104 H 5.041 8.855 -0.169  C102 1.087
105 H 6.274 7.942 0.720  C102 1.093
106 H 6.757 9.202 -0.444  C102 1.093
107 H 6.863 7.056 -1.361  O103 0.961

Properties
highest occupied orbital energy: -8.51 eV
calculated total energy: -131259.477 eV

Here are the Mulliken charges for atoms 1 to 2, given in e: number 1, C, carries -1.30; number 2, C, carries 0.35